Density functional theory data (ωB97M-V with the def2-TZVPD basis set) for a molecular structure, C28H51BBr30FN4O4.

As for the maximum force: 0.93 eV Å⁻¹. The spin multiplicity is 1. The total charge is -1. The value obtained for the molar mass is 2934.67 g mol⁻¹. The total energy comes out at -2148685.06809 eV.

The geometry in XYZ format:
```
119
Properties=species:S:1:pos:R:3:mulliken_charge:R:1
C -0.391 -4.557 2.138 -0.69
C 0.577 -5.132 1.092 -0.59
C 1.314 -4.099 0.234 0.75
C 0.378 -3.251 -0.664 0.14
N 0.784 -1.867 -0.891 0.54
B 0.004 -0.843 -0.066 0.66
O 0.006 -1.146 1.404 0.43
C 1.143 -0.654 2.066 0.72
C 1.624 -1.576 3.184 -1.38
O -1.431 -0.821 -0.474 -0.55
C -1.620 0.296 -1.327 1.10
C -1.204 -0.112 -2.760 -1.00
C -1.789 -1.473 -3.196 -0.72
C -0.729 -2.367 -3.862 -1.06
C -3.119 0.691 -1.411 -0.77
C -4.009 0.127 -0.321 0.34
F -5.367 0.169 -0.748 -0.40
C -0.635 1.355 -0.669 2.41
C -1.176 1.825 0.744 -0.19
C -1.657 3.261 0.993 -0.29
C -2.019 3.425 2.494 -1.30
O -2.765 3.713 0.190 -0.42
C -0.235 2.646 -1.392 -1.73
C 0.664 2.678 -2.667 0.05
N 1.304 4.033 -2.734 -0.77
N -0.119 2.500 -3.880 -0.11
N 1.762 1.730 -2.686 -0.56
O 0.491 0.527 -0.394 -0.92
H -0.881 -3.643 1.790 -0.09
H 0.134 -4.303 3.064 0.27
H -1.170 -5.287 2.390 0.39
H 1.320 -5.754 1.613 0.39
H 0.024 -5.805 0.427 0.17
H 1.984 -4.657 -0.439 -0.66
H 1.943 -3.436 0.840 0.01
H 0.335 -3.773 -1.637 -0.24
H -0.646 -3.279 -0.272 -0.14
H 1.779 -1.768 -0.703 -0.54
H 1.967 -0.480 1.362 -0.26
H 0.889 0.313 2.540 -0.14
H 2.550 -1.165 3.611 0.42
H 0.873 -1.664 3.976 0.19
H 1.846 -2.577 2.803 0.14
H -0.116 -0.149 -2.864 -0.13
H -1.567 0.657 -3.449 0.96
H -2.562 -1.291 -3.959 0.61
H -2.284 -1.995 -2.372 0.24
H -0.499 -1.964 -4.860 0.37
H -1.094 -3.388 -4.016 0.34
H 0.197 -2.365 -3.278 -0.21
H -3.174 1.782 -1.467 0.03
H -3.542 0.319 -2.353 0.55
H -3.757 -0.916 -0.115 -0.01
H -3.987 0.663 0.631 -0.17
H -1.916 1.113 1.095 -0.67
H -0.314 1.711 1.413 -0.17
H -0.869 3.990 0.781 0.39
H -3.094 3.278 2.647 0.29
H -1.716 4.409 2.867 0.20
H -1.477 2.680 3.091 0.34
H -3.551 3.254 0.487 0.33
H -1.164 3.177 -1.648 0.28
H 0.303 3.251 -0.652 0.33
H 0.560 4.726 -2.721 0.33
H 1.841 4.201 -1.886 0.28
H -0.517 3.385 -4.164 0.25
H 0.522 2.194 -4.605 0.28
H 1.381 0.788 -2.695 0.25
H 2.237 1.784 -1.791 0.28
C -1.460 -7.077 -2.806 -0.37
Br -2.136 -5.971 -1.397 0.00
Br -0.010 -6.157 -3.664 -0.05
Br -0.927 -8.812 -2.152 -0.07
H -2.237 -7.234 -3.540 0.43
C 3.089 3.567 2.383 -0.45
Br 4.482 2.929 3.550 0.15
Br 2.654 2.284 1.023 0.12
Br 1.523 4.075 3.377 -0.07
H 3.459 4.460 1.897 0.46
C -9.342 0.357 -0.990 0.12
Br -10.381 1.501 0.159 -0.02
Br -9.927 -1.472 -0.876 -0.02
Br -9.343 0.989 -2.804 0.00
H -8.318 0.394 -0.640 -0.07
C -3.648 -0.390 4.237 -0.43
Br -2.238 -0.900 3.045 0.17
Br -5.338 -0.243 3.314 -0.08
Br -3.785 -1.561 5.766 -0.10
H -3.419 0.596 4.619 0.38
C 4.187 -7.630 -3.112 -0.35
Br 3.107 -6.905 -1.704 0.04
Br 3.197 -8.821 -4.255 -0.04
Br 4.997 -6.201 -4.112 -0.02
H 4.976 -8.208 -2.653 0.39
C 3.260 7.821 4.956 -0.35
Br 4.395 6.850 3.743 0.01
Br 1.454 7.930 4.307 -0.02
Br 3.329 7.075 6.727 -0.01
H 3.642 8.830 5.014 0.34
C 6.224 2.426 -0.013 0.72
Br 6.765 0.660 -0.544 0.03
Br 7.503 3.225 1.183 -0.08
Br 5.854 3.548 -1.528 -0.03
H 5.298 2.320 0.536 -0.79
C 5.295 1.014 7.181 -0.35
Br 6.520 2.152 6.225 -0.06
Br 3.531 1.774 7.240 -0.01
Br 5.275 -0.762 6.449 0.00
H 5.652 0.945 8.198 0.34
C -5.165 4.834 -3.588 -0.37
Br -6.571 4.247 -4.768 -0.04
Br -5.386 4.127 -1.823 0.03
Br -3.430 4.394 -4.299 -0.02
H -5.229 5.910 -3.528 0.39
C 4.741 -2.228 -1.975 0.23
Br 6.524 -1.943 -2.650 -0.11
Br 3.499 -2.586 -3.392 -0.04
Br 4.708 -3.609 -0.639 0.02
H 4.430 -1.310 -1.497 -0.16
```